# 1
ORCA calculation (ωB97M-V/def2-TZVPD) on a 2-piece molecular cluster, C6H15N3 overall in a non-equilibrium geometry.

```
24
Properties=species:S:1:pos:R:3:forces:R:3
C -0.747112 -0.659089 -1.340241 1.07 2.49 -1.31
C 0.597316 -1.899460 -3.088438 0.06 1.71 -1.11
C 2.110355 -1.996156 -3.029098 -1.80 -1.05 1.43
C -1.080293 3.097127 3.010572 -0.92 -1.23 -2.65
C 0.075394 -0.197745 2.479711 -0.82 -3.63 -2.01
C -1.052441 1.742385 3.502953 0.67 -1.05 3.44
N 0.202209 -0.787214 -2.243849 0.32 2.46 2.28
N -1.019734 0.386304 -0.488254 2.22 -0.35 -1.23
N -0.694079 0.664509 2.927579 0.53 1.65 0.65
H -1.437014 -1.396949 -1.441967 -2.13 -2.30 0.49
H 0.063288 -1.621165 -4.006589 1.20 -0.05 -0.66
H 2.442979 -2.193244 -3.973460 1.35 -1.16 -2.25
H 2.461610 -2.643288 -2.223128 -0.19 -0.57 -0.53
H 2.530849 -1.101042 -2.754163 0.93 2.59 0.37
H -2.036145 3.505039 3.374495 -0.03 0.34 -1.22
H -0.395697 3.675443 3.498825 2.08 1.29 2.31
H -0.606493 3.156289 1.994974 -1.71 0.26 0.27
H -0.379509 -1.129469 1.916552 0.55 2.01 1.17
H 0.142391 -2.788681 -2.893372 -1.36 -2.46 1.44
H 1.176341 -0.304385 2.497433 -0.49 0.97 0.72
H 0.895041 -0.028831 -2.465436 -1.14 -0.46 0.94
H -1.288518 1.696566 4.655913 0.18 -0.58 -2.24
H -1.914931 0.808113 -0.304599 -0.71 -0.90 -0.22
H -0.328579 1.125551 -0.514109 0.14 0.02 -0.08
```
Positions in Å, forces in eV/Å.

* E_HOMO: -0.664 hartree
* net charge: +2
* E_LUMO: -7.733 eV
* Kohn-Sham gap: 10.3 eV
* ΔE to the lowest compared entry with this formula, charge and spin: 71.1 kcal/mol

For reference, the natural (NBO) charges in units of e are: 0.40 -0.23 -0.61 -0.72 0.07 0.31 -0.45 -0.78 -0.30 0.22 0.24 0.26 0.24 0.20 0.31 0.30 0.25 0.23 0.23 0.26 0.43 0.28 0.45 0.40

# 2
ORCA calculation (ωB97M-V/def2-TZVPD) on one molecule with the formula C4H5NO in a non-equilibrium geometry.

```
11
Properties=species:S:1:pos:R:3:forces:R:3
N 3.104429 -0.571147 -0.051183 -1.01 0.43 0.18
C 2.059059 -0.102860 0.108587 0.89 -0.39 -0.13
C 0.723964 0.474108 0.281429 0.00 0.07 0.03
C -0.382293 -0.538026 -0.028313 0.02 0.00 0.00
C -1.702572 0.142671 -0.300247 -0.02 0.32 -0.01
O -1.848804 1.340844 -0.326013 0.04 -0.53 0.03
H 0.628414 0.848514 1.305598 0.02 -0.04 -0.15
H 0.621515 1.342923 -0.376041 0.05 -0.13 0.06
H -0.131558 -1.143061 -0.909830 -0.06 0.09 0.09
H -0.517322 -1.254125 0.792422 0.00 0.09 -0.12
H -2.554837 -0.539836 -0.496411 0.07 0.09 0.03
```
Positions in Å, forces in eV/Å.

* E_HOMO: -0.388 hartree
* structure (SMILES): N#CCCC=O
* E_LUMO: 0.686 eV
* Kohn-Sham gap: 11.3 eV
* ΔE to the lowest compared entry with this formula, charge and spin: 13.8 kcal/mol

For reference, the natural (NBO) charges in units of e are: -0.32 0.28 -0.52 -0.50 0.44 -0.51 0.26 0.27 0.25 0.24 0.12

# 3
ORCA calculation (ωB97M-V/def2-TZVPD) on C55H49Cl3NO2P3Ti as an isolated structure in a non-equilibrium geometry.

```
114
Properties=species:S:1:pos:R:3:forces:R:3
Ti 0.197406 0.807271 0.487574 -0.91 -1.37 -1.06
C -1.834006 -2.305845 -0.458413 0.10 0.15 0.06
N -1.868895 -2.943300 0.819367 0.00 0.14 0.07
C -1.813989 -2.184955 2.056355 0.18 -0.05 -0.20
P -1.530542 -0.342568 2.105782 -1.03 -0.46 0.59
C -1.425971 -0.380424 3.945759 0.18 0.07 -0.07
C -2.424393 0.094626 4.790969 0.04 0.03 -0.08
C -2.321062 -0.086391 6.162932 -0.02 0.04 0.02
C -1.235506 -0.756486 6.703798 0.01 0.04 0.01
C -0.236347 -1.229312 5.867316 0.06 -0.06 0.04
C -0.327326 -1.038289 4.499546 -0.01 0.06 -0.03
C -3.189450 0.359172 1.831732 0.18 0.18 -0.05
C -4.255076 -0.340374 1.278973 0.07 -0.05 0.02
C -5.474780 0.295339 1.081314 -0.03 -0.05 -0.04
C -5.637973 1.621762 1.444350 -0.03 0.02 0.00
C -4.580607 2.324430 2.009677 0.03 0.01 0.02
C -3.359505 1.699734 2.191810 -0.05 -0.10 -0.03
C -2.517201 -4.194861 0.921881 -0.01 -0.12 0.00
C -2.386544 -4.944293 2.095793 0.02 0.05 0.05
C -3.018517 -6.168922 2.231138 0.00 0.02 -0.01
C -3.786906 -6.686064 1.199953 -0.01 -0.05 -0.01
C -3.919687 -5.953072 0.032809 0.00 -0.03 0.03
C -3.303300 -4.718325 -0.107315 -0.03 0.05 -0.07
P -0.367154 -1.237864 -0.955358 -0.44 -1.05 -0.52
C 1.070846 -2.348367 -0.890266 0.01 0.14 0.08
C 1.285593 -3.059950 0.292826 -0.04 0.01 -0.06
C 2.416065 -3.846661 0.440399 0.05 -0.02 0.01
C 3.345376 -3.925610 -0.586516 -0.01 0.00 -0.01
C 3.156846 -3.191646 -1.748697 0.03 -0.02 -0.03
C 2.035797 -2.390169 -1.896352 -0.04 0.02 -0.01
C -0.980077 -1.153705 -2.678253 -0.04 0.26 0.10
C -0.604279 -2.007663 -3.709992 0.05 -0.01 0.09
C -1.237320 -1.923553 -4.942482 0.03 -0.04 -0.08
C -2.263761 -1.015135 -5.148608 -0.02 0.05 0.01
C -2.675432 -0.191963 -4.109483 -0.06 -0.05 0.00
C -2.035317 -0.262606 -2.884313 -0.06 -0.18 0.04
H -2.698493 -1.650079 -0.649902 0.00 -0.06 -0.10
H -1.830309 -3.083461 -1.218781 -0.02 0.04 -0.05
H -1.002067 -2.563286 2.684208 -0.03 0.01 0.01
H -2.737943 -2.333568 2.628009 0.04 0.03 0.07
H -3.289674 0.602544 4.393336 -0.05 0.00 -0.01
H -3.100859 0.298629 6.806936 0.00 -0.03 0.01
H -1.164746 -0.904383 7.773177 0.00 0.01 0.00
H 0.622661 -1.740636 6.282039 0.00 0.00 -0.01
H 0.467864 -1.392613 3.855906 0.06 -0.03 0.02
H -4.153010 -1.387100 1.015706 -0.01 0.00 -0.01
H -6.298190 -0.255268 0.645644 -0.01 0.01 0.02
H -6.591198 2.111426 1.295317 0.00 -0.01 -0.01
H -4.710182 3.357387 2.305366 0.01 0.00 0.00
H -2.528731 2.238264 2.637595 -0.05 0.06 -0.01
H -1.781338 -4.580550 2.914890 0.00 0.02 0.00
H -2.902973 -6.720361 3.155100 0.01 -0.02 -0.01
H -4.274908 -7.645224 1.305142 -0.01 0.01 0.00
H -4.523564 -6.334953 -0.780048 0.00 0.01 -0.01
H -3.469241 -4.167924 -1.023132 0.01 0.01 0.02
H 0.561938 -3.005122 1.093893 -0.01 -0.05 0.03
H 2.572243 -4.398182 1.358164 -0.02 -0.01 -0.01
H 4.220254 -4.553573 -0.482485 0.00 0.01 0.02
H 3.891167 -3.241073 -2.542205 0.00 0.03 -0.01
H 1.919421 -1.792145 -2.791854 0.03 0.01 0.00
H 0.160295 -2.756613 -3.556794 0.00 0.02 -0.03
H -0.930402 -2.583354 -5.743451 0.00 0.00 0.01
H -2.752078 -0.953442 -6.112024 0.01 -0.02 -0.01
H -3.491590 0.503200 -4.256409 0.00 0.01 0.02
H -2.367812 0.365890 -2.067358 -0.02 0.07 -0.05
C 0.162906 1.753998 -3.738501 0.20 0.12 -0.11
C 1.658489 1.797677 -3.883610 0.01 -0.05 0.07
C 2.199542 1.832412 -5.165571 0.01 -0.01 0.01
C 3.566376 1.903475 -5.371529 -0.05 0.00 -0.03
C 4.422955 1.937693 -4.282793 0.07 -0.01 -0.04
C 3.906790 1.899631 -2.999358 -0.01 0.05 0.00
C 2.529325 1.836922 -2.785168 -0.17 -0.37 -0.06
P 1.848515 1.921036 -1.076198 0.74 1.03 -0.46
C 3.377654 2.289020 -0.128953 0.03 -0.11 0.17
C 3.706348 3.587334 0.253261 -0.03 -0.09 -0.04
C 4.922114 3.861928 0.859741 0.01 0.02 0.03
C 5.812355 2.832587 1.111370 0.00 0.04 0.05
C 5.481257 1.532593 0.761674 0.03 -0.04 -0.01
C 4.275118 1.234947 0.137995 -0.16 0.06 -0.05
C 3.974966 -0.177849 -0.293584 0.09 0.19 0.07
C 0.921644 3.492567 -1.185938 -0.06 -0.11 0.07
C 1.480134 4.616711 -1.799321 -0.03 0.05 0.00
C 0.782247 5.808575 -1.842978 0.06 0.02 -0.05
C -0.489367 5.878098 -1.285849 -0.01 -0.04 0.01
C -1.064745 4.750071 -0.731230 -0.06 0.01 0.05
C -0.386054 3.529164 -0.685694 0.14 0.08 -0.13
C -1.096681 2.287091 -0.207607 0.02 0.56 -0.17
H -0.263781 1.034258 -4.437677 0.03 0.04 0.03
H -0.265654 2.734275 -3.961977 -0.03 0.01 0.07
H -0.143048 1.476536 -2.732428 -0.03 0.03 -0.04
H 1.525224 1.813638 -6.013984 0.01 -0.02 -0.01
H 3.958525 1.935038 -6.379553 0.02 0.01 0.01
H 5.492677 2.003395 -4.431354 0.00 -0.02 0.02
H 4.585026 1.940852 -2.157636 0.01 0.02 -0.09
H 3.017117 4.396555 0.068544 -0.04 0.03 0.03
H 5.166906 4.879847 1.134311 0.00 -0.01 0.00
H 6.763117 3.037335 1.586310 0.00 0.00 -0.02
H 6.187357 0.733598 0.954586 -0.04 -0.02 0.00
H 4.845361 -0.817764 -0.156437 0.00 0.00 -0.02
H 3.689401 -0.215769 -1.347373 0.04 -0.05 0.05
H 3.162716 -0.600490 0.295830 -0.11 -0.10 0.04
H 2.465756 4.556735 -2.245815 0.02 -0.02 0.02
H 1.222108 6.679859 -2.310020 0.01 -0.01 0.00
H -1.042112 6.808359 -1.308393 0.01 0.00 -0.01
H -2.076294 4.802604 -0.344648 0.01 -0.02 0.02
H -1.724167 1.944954 -1.041029 0.01 -0.16 0.06
H -1.789711 2.586919 0.579820 -0.04 -0.11 0.01
Cl 0.712003 2.145336 4.878707 0.09 -0.13 -0.06
C 2.042132 1.558189 3.845483 -0.09 0.30 0.16
Cl 3.186591 2.876805 3.611755 0.06 -0.01 -0.16
Cl 2.860977 0.202195 4.595117 0.00 -0.12 -0.04
C 1.427436 1.183554 2.479289 0.33 0.07 0.61
O 0.824780 2.083200 1.839303 0.49 0.95 1.22
O 1.464131 0.005916 2.037122 0.27 0.20 -0.08
```
Positions in Å, forces in eV/Å.

* E_HOMO (spin up / spin down): -0.375 / -0.375 hartree
* 2S+1: 2
* net charge: +1
* E_LUMO (spin up / spin down): -2.747 / -2.563 eV
* Kohn-Sham gap (spin up / spin down): 7.5 / 7.6 eV
* ΔE to the lowest compared entry with this formula, charge and spin: 0.0 kcal/mol

Mulliken atomic charge list, values in e, 99 entries: -1.35 -2.36 1.51 -3.05 2.66 1.51 -1.21 -0.69 -0.80 -1.13 -0.33 0.75 -0.94 -0.70 -0.84 -0.72 -1.20 0.93 -0.25 -0.81 -0.59 -0.85 -0.49 2.78 0.95 -0.95 -0.89 -0.77 -0.92 -0.19 1.66 -1.16 -0.85 -0.79 -0.83 -0.66 0.33 1.17 0.90 0.98 0.30 0.45 0.42 0.45 0.69 0.23 0.48 0.40 0.51 0.68 0.37 0.40 0.41 0.40 0.42 0.29 0.51 0.40 0.46 0.39 0.60 0.47 0.42 0.47 0.08 -1.21 0.49 -0.61 -0.87 -0.89 -0.63 1.50 1.74 0.97 -0.76 -0.96 -0.73 -0.74 0.46 -0.92 0.32 -0.64 -0.96 -0.96 -0.60 -0.19 -0.65 0.50 0.47 -0.37 0.50 0.40 0.49 0.39 0.37 0.42 0.39 0.47 0.68

Q: Among the records above, which one has the highest ΔE to the lowest compared entry with this formula, charge and spin?
A: C6H15N3

Q: The highest ΔE to the lowest compared entry with this formula, charge and spin belongs to which entry?
A: C6H15N3

Q: The lowest ΔE to the lowest compared entry with this formula, charge and spin belongs to which entry?
A: C55H49Cl3NO2P3Ti

Q: What is the ΔE to the lowest compared entry with this formula, charge and spin in the second record?
A: 13.8 kcal/mol